Computed, not measured: 2 unconnected molecules or ions with the total composition C6H13N in a non-equilibrium geometry, with ωB97M-V with the def2-TZVPD basis set.

Output
- ⟨S²⟩ = 2.0077
- energy above the lowest of the compared OMol25 structures with the same formula, charge and spin (kJ/mol) = 0.0
- E (eV) = -7917.1930
- gap between HOMO and LUMO (alpha / beta) (eV) = 7.4978 / 10.5947
- HOMO (alpha / beta) (eV) = -6.401 / -10.899
- 2S+1 = 3

Atoms and positions in Å:
C  0.570  2.025  -0.233
C  0.475  -0.336  2.108
C  1.170  -1.032  -0.817
C  -1.296  -0.583  -1.384
C  -0.695  -0.586  1.109
C  -0.247  -0.709  -0.362
N  -0.284  2.870  -0.009
H  1.391  2.093  -1.100
H  1.374  -0.985  1.810
H  0.836  0.669  2.017
H  0.015  -0.402  3.052
H  1.876  -0.430  -0.455
H  1.158  -0.992  -1.827
H  1.422  -2.138  -0.652
H  -0.773  -0.670  -2.475
H  -1.919  -1.399  -1.299
H  -1.904  0.297  -1.167
H  -1.300  -1.530  1.250
H  -1.443  0.188  1.032
H  -0.425  3.649  -0.599

Mulliken population analysis, charges in e, atoms 1 to 6: C -0.053; C -1.111; C -1.846; C -1.297; C -0.340; C 0.634



Computed, not measured: a gas-phase ion, C6H13N (charge +1) in a non-equilibrium geometry, with ωB97M-V with the def2-TZVPD basis set.

Output
- ⟨S²⟩ = 0.7570
- energy above the lowest of the compared OMol25 structures with the same formula, charge and spin (kJ/mol) = 32.2
- charge = +1
- E (eV) = -7914.8787
- gap between HOMO and LUMO (alpha / beta) (eV) = 10.6552 / 9.0417
- HOMO (alpha / beta) (eV) = -14.107 / -15.970
- 2S+1 = 2

Atoms and positions in Å:
C  0.404  2.082  -0.895
C  -0.810  1.146  -0.711
C  -0.392  -0.128  -0.067
C  -0.588  -0.384  1.292
N  -1.335  0.425  2.069
C  0.419  -1.079  -0.844
C  1.149  -2.234  -0.169
H  1.205  1.584  -1.435
H  0.864  2.363  0.050
H  0.120  2.969  -1.446
H  -1.381  1.016  -1.625
H  -1.437  1.664  0.015
H  -0.392  -1.331  1.775
H  -1.096  1.408  2.148
H  -1.716  0.029  2.918
H  1.220  -0.527  -1.363
H  -0.181  -1.349  -1.728
H  0.571  -2.724  0.612
H  1.301  -3.005  -0.917
H  2.073  -1.927  0.320

Mulliken population analysis, charges in e, atoms 1 to 6: C -1.043; C -0.695; C 0.434; C -0.063; N -0.365; C -0.178



Computed, not measured: a gas-phase ion, C6H13N2 (charge +1) in a non-equilibrium geometry, with ωB97M-V with the def2-TZVPD basis set.

Output
- energy above the lowest of the compared OMol25 structures with the same formula, charge and spin (kJ/mol) = 504.5
- charge = +1
- E (eV) = -9401.6384
- gap between HOMO and LUMO (alpha / beta) (eV) = 9.0214 / 8.5408
- HOMO (alpha / beta) (eV) = -13.439 / -12.813

Atoms and positions in Å:
C  1.920  -0.005  -0.793
C  0.832  -1.525  0.726
C  1.660  0.953  0.278
C  -0.277  -0.473  0.777
C  -2.037  0.106  -0.808
C  -1.657  -0.746  0.329
N  1.316  -1.244  -0.630
N  0.184  0.923  0.591
H  1.526  0.543  -1.766
H  3.010  -0.289  -0.838
H  1.670  -1.592  1.503
H  0.605  -2.507  0.810
H  2.251  0.735  1.185
H  1.832  1.911  -0.047
H  -1.238  -0.018  -1.650
H  -2.285  1.137  -0.442
H  -2.902  -0.225  -1.187
H  -1.641  -1.735  0.064
H  -2.273  -0.553  1.276
H  0.076  1.463  1.507
H  -0.430  1.292  -0.214

Mulliken population analysis, charges in e, atoms 1 to 6: C -0.268; C -0.776; C -0.776; C -0.010; C -1.534; C 0.056



Computed, not measured: 2 unconnected molecules or ions with the total composition C6H13N2 in a non-equilibrium geometry, with ωB97M-V with the def2-TZVPD basis set.

Output
- energy above the lowest of the compared OMol25 structures with the same formula, charge and spin (kJ/mol) = 231.6
- charge = +1
- E (eV) = -9404.4678
- gap between HOMO and LUMO (eV) = 11.9786
- HOMO (eV) = -15.409

Atoms and positions in Å:
C  4.052  -0.419  -0.873
C  -2.132  -0.166  1.266
C  -0.107  -1.567  -1.053
C  0.312  1.756  0.699
C  -1.764  0.135  -0.180
C  -0.301  -0.228  -0.436
N  3.018  -0.222  -0.474
N  0.637  0.526  -0.040
H  4.942  -0.852  -0.901
H  -1.278  -0.535  1.744
H  -2.379  0.719  1.729
H  -2.906  -0.797  1.397
H  0.345  -1.326  -1.992
H  0.575  -2.196  -0.469
H  -1.093  -2.035  -1.186
H  -0.336  2.381  0.214
H  -0.143  1.573  1.728
H  1.380  2.256  0.781
H  -2.333  -0.480  -0.988
H  -2.070  1.117  -0.694
H  1.580  0.359  -0.274

Mulliken population analysis, charges in e, atoms 1 to 6: C -0.262; C -1.482; C -1.399; C -0.964; C -0.572; C 0.832



Computed, not measured: 2 unconnected molecules or ions with the total composition C6H13N2 in a non-equilibrium geometry, with ωB97M-V with the def2-TZVPD basis set.

Output
- energy above the lowest of the compared OMol25 structures with the same formula, charge and spin (kJ/mol) = 413.1
- charge = +1
- E (eV) = -9402.5862
- gap between HOMO and LUMO (eV) = 10.3182
- HOMO (eV) = -15.155

Atoms and positions in Å:
C  -0.391  -2.743  0.905
C  -0.880  2.000  2.067
C  -0.786  0.290  -1.482
C  2.548  -1.614  -1.374
C  -0.967  1.840  0.536
C  -0.783  0.547  -0.024
N  -0.451  -1.640  0.715
N  -0.608  -0.412  0.828
H  -0.399  -3.805  0.866
H  -1.195  3.084  2.261
H  -1.655  1.451  2.578
H  0.024  1.699  2.615
H  -1.785  0.494  -1.874
H  -0.046  1.034  -1.869
H  -0.486  -0.752  -1.719
H  1.504  -1.872  -1.489
H  2.469  -0.575  -1.006
H  3.243  -1.614  -2.268
H  3.153  -2.187  -0.677
H  -2.007  2.063  0.374
H  -0.503  2.714  0.037

Mulliken population analysis, charges in e, atoms 1 to 6: C -0.285; C -1.250; C -1.104; C -0.848; C -0.332; C 0.711



Computed, not measured: a gas-phase ion, C6H13N2 (charge +1) in a non-equilibrium geometry, with ωB97M-V with the def2-TZVPD basis set.

Output
- energy above the lowest of the compared OMol25 structures with the same formula, charge and spin (kJ/mol) = 259.9
- charge = +1
- SMILES = C[NH+](C)CCC#CN
- E (eV) = -9404.1738
- gap between HOMO and LUMO (eV) = 9.0801
- HOMO (eV) = -11.848

Atoms and positions in Å:
C  -0.600  -1.994  -0.257
N  0.609  -1.155  -0.162
C  1.826  -1.946  -0.422
C  0.671  -0.434  1.134
C  -0.344  0.887  1.086
C  -0.655  1.905  -0.023
C  -1.172  2.897  -0.552
N  -1.575  3.852  -1.373
H  -0.658  -2.465  -1.236
H  -0.565  -2.774  0.505
H  -1.490  -1.387  -0.105
H  0.534  -0.420  -0.880
H  1.966  -2.676  0.376
H  1.740  -2.474  -1.370
H  2.699  -1.296  -0.464
H  1.686  -0.082  1.305
H  0.334  -1.061  1.953
H  0.000  1.478  1.938
H  -1.324  0.490  1.361
H  -1.110  4.745  -1.289
H  -2.571  3.910  -1.526

Mulliken population analysis, charges in e, atoms 1 to 6: C -0.908; N 0.044; C -0.849; C -0.631; C -0.603; C -0.790



Computed, not measured: 2 unconnected molecules or ions with the total composition C6H13N2O in a non-equilibrium geometry, with ωB97M-V with the def2-TZVPD basis set.

Output
- energy above the lowest of the compared OMol25 structures with the same formula, charge and spin (kJ/mol) = 482.5
- charge = +1
- E (eV) = -11449.7139
- gap between HOMO and LUMO (alpha / beta) (eV) = 9.0904 / 9.0899
- HOMO (alpha / beta) (eV) = -13.800 / -13.800

Atoms and positions in Å:
C  -0.542  1.515  0.242
C  1.414  -0.550  0.778
C  0.208  0.277  0.450
C  -0.041  2.751  0.856
C  -0.904  -1.635  1.837
C  0.157  -1.417  -2.287
N  0.033  -0.882  1.042
N  0.067  0.007  -1.900
O  -1.535  1.541  -0.490
H  1.841  -1.089  0.067
H  2.019  -0.215  1.607
H  0.727  2.677  1.578
H  -0.882  3.432  1.357
H  0.308  3.484  0.172
H  -1.662  -1.999  1.206
H  -0.548  -2.550  2.233
H  -1.225  -1.128  2.750
H  0.255  -1.631  -3.456
H  1.202  -1.713  -1.807
H  -0.700  -1.879  -1.756
H  -0.887  0.386  -2.175
H  0.696  0.620  -2.304

Mulliken population analysis, charges in e, atoms 1 to 6: C 0.624; C -0.445; C 0.675; C -1.231; C -0.845; C -0.686



Computed, not measured: 2 unconnected molecules or ions with the total composition C6H13N2O3 in a non-equilibrium geometry, with ωB97M-V with the def2-TZVPD basis set.

Output
- energy above the lowest of the compared OMol25 structures with the same formula, charge and spin (kJ/mol) = 318.5
- charge = +1
- E (eV) = -15544.7447
- gap between HOMO and LUMO (eV) = 10.6440
- HOMO (eV) = -13.765

Atoms and positions in Å:
C  -1.442  -1.132  -0.597
C  0.621  0.679  0.718
C  1.510  -1.985  1.417
C  1.233  0.493  -1.569
C  1.897  -1.248  0.081
C  -2.801  0.777  0.457
N  -2.077  -0.353  0.071
N  1.256  0.090  -0.155
O  -0.854  -1.976  -1.121
O  0.140  2.140  0.208
O  -2.377  1.977  -0.160
H  1.473  -2.986  1.183
H  2.167  -1.787  2.193
H  0.543  -1.632  1.597
H  1.586  -0.255  -2.201
H  1.743  1.346  -1.686
H  0.153  0.594  -1.795
H  1.633  -1.821  -0.802
H  2.935  -0.991  0.211
H  -2.361  0.847  1.474
H  -3.827  0.500  0.435
H  -0.940  2.168  0.048
H  0.379  2.606  1.088
H  -2.589  1.948  -1.093

Mulliken population analysis, charges in e, atoms 1 to 6: C 0.675; C -0.429; C -1.145; C -0.984; C -0.510; C -0.459



- Which value of E does entry 3 give?
  -9401.6384 eV



What did the sixth record say?
Computed, not measured: a gas-phase ion, C6H13N2 (charge +1) in a non-equilibrium geometry, with ωB97M-V with the def2-TZVPD basis set.

Output
- energy above the lowest of the compared OMol25 structures with the same formula, charge and spin (kJ/mol) = 259.9
- charge = +1
- SMILES = C[NH+](C)CCC#CN
- E (eV) = -9404.1738
- gap between HOMO and LUMO (eV) = 9.0801
- HOMO (eV) = -11.848

Atoms and positions in Å:
C  -0.600  -1.994  -0.257
N  0.609  -1.155  -0.162
C  1.826  -1.946  -0.422
C  0.671  -0.434  1.134
C  -0.344  0.887  1.086
C  -0.655  1.905  -0.023
C  -1.172  2.897  -0.552
N  -1.575  3.852  -1.373
H  -0.658  -2.465  -1.236
H  -0.565  -2.774  0.505
H  -1.490  -1.387  -0.105
H  0.534  -0.420  -0.880
H  1.966  -2.676  0.376
H  1.740  -2.474  -1.370
H  2.699  -1.296  -0.464
H  1.686  -0.082  1.305
H  0.334  -1.061  1.953
H  0.000  1.478  1.938
H  -1.324  0.490  1.361
H  -1.110  4.745  -1.289
H  -2.571  3.910  -1.526

Mulliken population analysis, charges in e, atoms 1 to 6: C -0.908; N 0.044; C -0.849; C -0.631; C -0.603; C -0.790